C49H54BrCuGeO2P2S2 | ωB97M-V/def2-TZVPD

ORCA input file:
```
! wB97M-V def2-TZVPD RIJCOSX def2/J DEFGRID3
* xyz 0 1
H 3.344 -1.405 -2.003
H -0.328 -3.558 4.141
C -3.983 -0.231 0.470
H -8.100 0.093 0.679
Cu -0.521 0.905 0.989
C -1.785 -2.051 -3.923
H 0.300 3.292 -5.191
C 5.117 1.384 0.085
C -0.242 -3.559 3.062
H -7.449 0.949 -0.730
H 1.970 3.107 -3.365
C -3.163 -1.342 0.281
H -6.985 -1.685 0.763
C 6.708 3.168 -0.017
H 3.003 -1.256 2.880
C 0.177 -1.082 -2.226
H 3.577 -4.087 -0.518
H 3.929 -3.443 3.377
C -5.897 3.494 0.541
H -0.326 -1.851 -5.485
C -0.532 -1.734 -4.428
C 0.431 -4.589 2.414
H 0.123 -3.502 -0.781
H 5.209 -4.745 1.613
H 5.140 -5.122 -2.179
C -6.143 0.971 1.011
C -1.076 -1.419 -1.704
C -5.137 -2.702 0.450
C -0.869 3.156 -1.500
C 0.411 6.544 1.203
O 5.354 2.691 -0.013
H -0.059 5.519 -0.623
H -8.098 1.843 0.655
H 1.223 2.988 -1.018
C -1.802 3.250 -2.528
H 5.342 -3.261 0.673
H 0.857 -5.405 2.987
H -0.235 5.383 4.319
C -1.379 3.301 -3.854
H 1.091 -5.368 0.526
C -3.135 3.243 0.292
H 0.857 7.392 0.694
H -2.110 3.371 -4.651
C -5.103 4.619 0.347
C -5.354 -0.294 0.662
C 3.953 -3.148 2.321
H 2.917 -3.402 -3.417
C 0.562 -4.569 1.035
H -1.136 3.502 3.005
C -3.972 2.140 0.456
O -3.318 0.951 0.447
H 7.170 2.994 0.951
H 2.669 -4.984 -2.693
H 1.431 -0.989 -3.963
C -0.104 5.487 0.460
H -5.567 5.598 0.295
H 4.821 -4.977 -3.913
C 3.291 -4.085 -2.647
C 6.499 -3.259 2.488
H 4.816 -2.050 -1.278
C 3.119 -3.436 -1.273
H -3.043 -2.142 -2.192
H 3.098 -3.644 1.848
H -3.150 -3.483 0.179
C 3.730 -2.031 -1.189
H 1.660 -1.207 0.419
C 0.362 6.512 2.589
C 0.454 -1.251 -3.574
H 0.780 7.328 3.165
H 6.679 -2.182 2.440
C 0.911 3.152 -3.133
S 6.291 0.226 0.192
C -5.346 2.217 0.616
C -6.309 1.002 2.548
P -1.324 2.918 0.250
H -1.285 -1.699 2.841
C -0.208 5.421 3.237
S 3.391 1.138 0.058
H -5.608 -3.678 0.442
H -5.334 1.032 3.039
H 0.936 -0.678 -1.567
H 5.381 -3.575 -3.000
H 7.292 2.667 -0.783
Ge 3.201 -1.103 0.447
H 7.390 -3.757 2.099
H -6.968 3.624 0.651
C 3.791 -1.622 2.222
H 2.048 -3.385 -1.037
C -0.675 4.393 1.103
H 6.388 -3.537 3.540
H -2.860 3.284 -2.297
H -2.558 -2.416 -4.589
P -1.356 -1.042 0.061
H -6.872 1.890 2.851
C -3.761 -2.594 0.292
H 6.634 4.231 -0.222
H -6.840 0.111 2.891
C 4.741 -4.460 -2.954
C 5.254 -3.655 1.692
C 0.492 3.092 -1.814
C -2.059 -1.894 -2.569
C -7.526 0.963 0.359
C -5.917 -1.565 0.631
H 4.712 -1.100 2.473
C -0.666 -2.493 0.940
C -0.026 3.255 -4.157
C -0.786 -2.514 2.330
H -3.098 5.381 0.143
Br 0.879 0.784 2.797
C 0.017 -3.521 0.298
C -0.719 4.365 2.497
C -3.721 4.499 0.248
*
```

The calculation puts the highest occupied orbital energy at -7.56 eV.

C49H54FFeN10O4Si | ωB97M-V/def2-TZVPD

ORCA input file:
```
! wB97M-V def2-TZVPD RIJCOSX def2/J DEFGRID3
* xyz 2 6
N -6.291 -3.352 7.928
C -1.698 2.207 -1.529
H -3.111 -2.357 8.119
H -0.493 2.510 4.720
H 1.430 -1.332 1.397
N -4.239 -3.040 6.473
H -6.859 -5.046 6.793
H -5.276 -1.823 8.946
H -2.286 3.479 5.683
H 3.565 -1.454 -0.570
H -1.589 5.386 -3.176
H -0.430 2.107 -6.691
H -6.296 -2.618 0.381
C -2.162 -2.278 3.472
C -2.549 2.407 -0.417
H -4.296 -5.113 5.912
H 4.177 2.605 1.348
H -1.408 -0.269 -3.297
C 2.450 2.589 -1.328
H -5.524 -1.109 0.885
C 3.381 5.111 -1.980
H 1.332 2.649 -3.170
N 2.180 1.332 -0.770
C -0.887 -1.153 -3.629
H 2.580 0.411 2.235
C -1.682 -1.008 3.791
C 3.846 4.537 -0.815
C 2.898 0.109 1.235
H -4.726 3.316 0.932
O -0.371 -0.883 1.842
H -4.063 1.797 6.052
C -1.345 4.678 -3.957
O 1.193 2.654 2.702
C -5.333 -2.135 0.561
H -3.976 4.351 -3.959
C -1.616 -0.752 -0.444
C -1.290 2.398 -4.754
H -7.105 -3.481 8.529
H 2.798 -2.813 0.241
H 3.918 -0.283 1.329
Si -4.267 -2.157 -0.979
C -5.944 -4.612 7.188
H -1.878 -2.729 2.529
H -3.723 1.797 7.850
H -1.524 1.354 -4.604
H -5.528 -5.288 7.932
C -0.828 1.529 4.413
N -3.354 3.594 -2.119
C 0.449 -3.551 -4.396
N 1.989 -0.888 0.681
C 2.484 4.433 -2.819
H -4.837 -2.660 1.382
C -4.951 -4.252 6.075
C -2.256 2.937 6.617
C -2.980 -2.938 4.340
C 2.918 1.286 0.309
C -3.922 -3.911 -1.509
H -5.244 -0.164 -2.079
C -2.070 -0.410 4.996
H -1.363 1.064 7.394
C -0.796 -0.315 2.859
C -2.908 -1.109 5.874
H -4.809 4.783 -0.056
H -5.047 4.678 -2.598
H 2.168 4.906 -3.737
H -3.401 -4.082 8.111
H 2.439 -3.812 -2.258
H -5.003 3.046 -3.322
C 0.186 -1.642 -2.891
H -5.490 -4.061 5.148
O -0.609 1.568 -1.656
H -0.582 6.154 -5.303
C 2.602 -1.846 -0.232
H -4.848 -4.441 -1.745
H -3.238 -0.624 6.780
O 0.088 1.707 1.014
H -4.514 -1.251 -3.266
H -6.520 -2.630 7.242
H -5.092 -3.441 9.657
N -1.629 0.876 5.291
C 1.720 -2.017 -1.426
C -1.609 3.328 -3.779
C 0.369 1.871 2.267
N 0.803 -1.147 -1.739
C -0.454 1.034 3.206
H 4.554 5.047 -0.176
H -0.936 -3.573 -6.014
H -2.409 1.985 0.560
H -5.677 3.328 -0.554
C 2.008 3.174 -2.512
H -3.291 -3.923 -2.401
C -1.934 1.478 6.570
C 0.820 -2.823 -3.271
C -2.682 -1.325 -0.602
C -0.685 2.828 -5.926
H -1.876 3.500 7.456
Fe 0.121 0.301 -0.298
C -3.370 -2.381 5.570
H 0.952 -4.464 -4.683
H -3.404 -4.467 -0.725
N 1.794 -3.042 -2.303
C -4.413 3.926 -3.060
H -6.096 -1.632 -2.575
C -3.555 3.235 -0.828
H -2.099 -1.516 -5.346
H 3.731 6.095 -2.263
C -0.776 5.101 -5.147
C -1.267 -1.866 -4.747
C -5.112 -1.213 -2.352
N 3.660 2.392 0.512
C -3.852 -3.110 7.876
C 3.370 3.266 -0.524
C -0.435 4.177 -6.126
C -0.606 -3.045 -5.129
C -4.761 3.693 -0.087
C -5.103 -2.875 8.728
F -3.406 -4.178 4.012
C -3.341 1.927 6.847
H 0.019 4.511 -7.050
N -2.256 2.887 -2.581
*
```

The calculation puts the highest occupied orbital energy (alpha / beta) at -11.76 / -11.76 eV.

C49H54N6P2PbS4SbSi2 | ωB97M-V/def2-TZVPD

ORCA input file:
```
! wB97M-V def2-TZVPD RIJCOSX def2/J DEFGRID3
* xyz 0 2
C 2.460 -2.430 -0.241
C -3.966 4.543 2.759
C 4.542 2.193 -1.344
C 1.400 -2.544 -4.155
H 2.223 5.125 2.929
C 5.025 -3.410 -0.718
C 0.240 4.488 2.407
H -0.219 5.327 2.917
C 1.288 0.526 3.955
H -6.868 2.994 1.944
H 6.023 -3.798 -0.897
H -2.107 -6.568 1.188
H 3.934 -0.958 -2.573
H -7.703 4.488 3.744
H 5.247 -2.678 -3.798
H -0.066 -6.018 2.489
N 0.085 2.521 1.096
H 4.228 2.907 -0.569
H -4.917 -3.499 4.025
H -3.237 -0.544 4.463
H 4.794 1.239 -0.860
H -5.087 -2.018 4.979
H 3.806 -1.037 2.900
C 2.505 3.691 -2.922
C 0.213 -2.280 4.035
C -4.851 3.698 2.118
C -1.249 -3.652 -0.330
P 0.809 -1.751 0.134
C -1.962 -4.818 -0.052
C 4.017 1.442 -4.230
H 1.399 1.592 -4.678
N -2.592 -0.446 1.169
H -5.054 -2.731 1.251
Si 1.314 -1.115 3.024
C -0.456 1.645 -5.743
C 3.063 -1.769 3.243
C 3.436 -1.681 -3.208
C -0.407 -5.352 1.703
S -3.725 0.850 -1.763
C -0.029 0.232 -3.820
C 2.050 -1.623 -3.332
H -3.175 -0.244 -5.015
H -6.128 6.013 4.902
C 2.128 -3.510 -4.838
C 4.860 -2.198 -0.063
C -1.550 -5.662 0.970
H 1.824 1.605 0.491
C 3.914 -4.126 -1.153
Sb -3.379 2.946 -2.790
C -1.749 1.138 -5.834
C 4.166 -2.645 -3.896
H -3.558 -1.524 -0.306
C -4.345 -2.004 1.636
H 1.320 0.341 5.038
C 0.300 -4.192 1.420
C -0.124 -3.316 0.413
H 3.233 -2.692 2.675
H 5.454 2.594 -1.810
C -3.500 -1.344 0.762
H -1.647 -1.034 -3.228
H 1.200 -3.958 1.987
H 4.245 2.324 -4.843
H 2.166 4.148 -1.982
H 1.615 -4.216 -5.484
C -2.171 0.163 -4.940
C -5.177 -2.438 3.976
H 3.300 3.237 1.708
H -0.210 -1.751 4.901
C 3.581 -1.707 0.167
C -4.430 5.382 3.766
H 2.157 1.145 3.695
H 4.080 -4.313 -5.247
H -0.618 -2.683 3.448
N 0.848 -0.816 1.417
C 2.634 -3.640 -0.914
H 3.257 -1.980 4.303
Si 3.174 1.969 -2.624
H -2.422 1.497 -6.606
C -6.190 3.657 2.476
H 1.770 -4.204 -1.246
H 0.323 -2.501 -4.268
H 0.382 1.109 3.736
S -4.428 4.283 -0.669
H 3.297 4.323 -3.346
N -2.601 4.542 2.407
S -4.261 2.790 0.700
N 2.071 0.857 -1.957
H -2.022 5.214 2.872
C 3.512 -3.560 -4.711
H 3.431 -0.760 0.679
H -6.221 -2.372 3.662
N -2.648 2.637 1.077
C 0.394 1.190 -4.748
C -2.517 -0.194 2.478
C -5.770 5.358 4.114
C 1.412 2.432 1.068
H 0.791 -3.131 4.416
Pb -1.198 0.961 -0.610
H 4.963 0.922 -4.028
C 2.222 3.350 1.730
H -0.116 2.398 -6.446
H -1.755 0.521 2.782
P 1.125 -0.289 -2.484
C -3.341 -0.793 3.412
C -2.002 3.558 1.717
C -6.654 4.492 3.476
C -1.314 -0.289 -3.938
H 3.401 0.763 -4.832
S -1.160 3.305 -2.201
C 1.626 4.389 2.404
C -4.279 -1.730 2.997
H 1.647 3.705 -3.604
H -3.738 6.055 4.265
H -1.545 -2.994 -1.142
H 5.728 -1.638 0.274
H 4.045 -5.069 -1.671
H -2.838 -5.072 -0.644
C -0.499 3.527 1.746
C 0.079 -1.033 -1.286
*
```

The calculation puts the highest occupied orbital energy (alpha / beta) at -6.32 / -6.82 eV.

C49H56N8O3S | ωB97M-V/def2-TZVPD

ORCA input file:
```
! wB97M-V def2-TZVPD RIJCOSX def2/J DEFGRID3
* xyz 0 1
H 4.310 -8.045 -0.410
C -7.284 1.966 -1.211
H -3.219 -2.490 -1.508
N 0.545 1.714 -1.050
H -4.014 -4.257 1.753
H -3.675 11.186 -2.073
C -3.032 -3.780 2.036
H 6.398 1.091 -4.708
H 5.648 -0.683 0.069
H -1.027 8.616 2.204
C -0.515 -2.678 2.469
H -1.513 -0.807 -0.615
H -3.239 -2.667 2.008
C 8.889 -0.572 -3.141
H -0.023 6.421 5.745
C -1.876 -3.405 -0.334
H 0.277 -0.009 1.947
H 5.240 0.350 -2.626
H 4.245 -7.115 -2.725
N 2.033 -5.605 0.072
C 4.861 -0.253 0.739
H 0.822 -7.896 -0.266
C 0.766 2.315 0.128
C 2.853 -6.638 0.306
N -1.931 6.779 2.391
C -2.056 5.691 3.158
N -4.785 3.193 -1.369
H -1.849 -4.153 -1.172
C 8.257 0.169 -4.127
C -0.583 2.037 -1.694
C 4.179 1.578 2.450
S -1.526 -3.009 3.958
H -0.810 8.294 -3.415
H 4.412 2.489 3.046
H -0.800 7.364 -1.099
H 0.374 -4.082 0.911
H -1.023 -9.462 0.330
H -0.885 -2.849 -0.392
H -1.541 4.611 4.944
C 2.785 -5.626 -2.210
C -1.425 8.210 -1.358
C -0.222 -7.150 -1.990
N -1.304 -7.171 -2.779
H -3.145 -8.015 -3.102
C -2.569 -1.030 -0.301
N 6.869 -0.616 -1.840
H -2.093 -5.318 0.790
C 2.523 -0.257 1.662
H -3.243 -0.339 -0.878
H 9.928 -0.860 -3.236
C -6.249 1.562 -0.382
C -2.248 9.814 -2.925
C 2.014 -5.121 -1.174
H 0.777 -1.219 0.727
C -1.102 -8.820 -0.541
C 3.665 -7.213 -0.657
C -1.433 8.729 -2.643
C -0.072 -7.951 -0.867
H 0.551 -6.451 -2.287
H 1.678 2.018 0.621
C -5.027 2.206 -0.500
C 8.154 -0.939 -2.024
C -0.445 -4.063 1.686
C 3.525 -0.874 0.789
H -4.187 1.927 0.130
C -0.557 6.522 4.807
H 2.729 -5.193 -3.201
C -0.406 7.661 4.032
H -3.056 -9.523 -1.117
H 8.604 -1.522 -1.227
C 6.281 0.101 -2.804
H 0.244 8.468 4.344
H 1.343 -4.282 -1.335
C 6.925 0.514 -3.959
H -0.340 -4.935 2.397
C 0.898 -2.041 2.761
O -2.121 -1.811 4.546
H 2.022 1.431 3.165
H -1.097 -1.939 1.846
H 6.184 1.418 1.460
H 0.119 3.691 1.650
C -3.024 10.335 -1.901
C -2.282 -8.020 -2.443
C -5.799 3.564 -2.159
C -1.398 5.514 4.365
H -5.574 4.366 -2.855
C 5.173 0.959 1.546
C -0.106 3.235 0.694
C 1.044 -0.818 1.756
N -2.993 -2.442 -0.506
H -1.971 4.267 0.415
H -2.734 -0.784 0.792
C 2.841 1.005 2.528
O -0.748 -3.774 4.936
H -2.723 4.927 2.770
H 3.247 -1.767 0.181
H 2.847 -7.012 1.325
O -2.709 -4.065 3.436
H -7.843 3.331 -2.781
C -2.241 8.802 -0.406
H -8.255 1.489 -1.149
C -1.267 3.552 0.005
H -0.734 1.532 -2.643
C 3.626 -6.693 -1.942
N -3.035 9.850 -0.655
C -2.232 -8.858 -1.342
H -6.386 0.767 0.339
H 1.735 -2.775 2.625
H -2.410 3.168 -1.779
H -2.281 10.246 -3.917
C -1.906 -4.230 1.031
C -1.111 7.743 2.842
H 8.796 0.473 -5.016
H -2.271 8.428 0.613
C -1.515 2.944 -1.214
H 0.914 -1.651 3.822
C -7.059 2.989 -2.119
*
```

As for the structure (SMILES): CNC[C@@H]1COS(=O)(=O)[C@@H](CCc2ccccc2)C1.c1ccncc1.c1ccncc1.c1ccncc1.c1ccncc1.c1ccncc1.c1ccncc1.c1ccncc1. The calculation puts the highest occupied orbital energy at -8.43 eV.

| no. | E (hartree) |
| --- | --- |
| 1 | -9820.68326 |
| 2 | -4400.81482 |
| 3 | -5515.85728 |
| 4 | -2962.56310 |